Molecular formula: C5H8O
Method: DFT, the ωB97M-V functional and the def2-TZVPD basis

Computed properties:
LUMO = 0.94 eV
Kohn-Sham gap = 10.565 eV
ΔE to the lowest compared entry with this formula, charge and spin = 1.137 eV
M = 84.12 g mol⁻¹

The geometry in ORCA input format:
```
! RIJCOSX wB97M-V def2-TZVPD def2/J DEFGRID3
* xyz 0 1
C -1.97116 0.23630 0.08649
C -0.95994 0.08394 -0.76156
C 0.45953 -0.26359 -0.38380
C 0.65683 -0.79302 1.03497
C 1.36639 0.93317 -0.65101
O 1.17042 1.76319 -1.50356
H -1.86309 0.09890 1.15977
H -2.95709 0.52283 -0.26824
H -1.12274 0.25646 -1.82342
H 0.81749 -1.03676 -1.08453
H 0.30009 -0.08075 1.78653
H 0.11842 -1.73485 1.17519
H 1.71888 -0.97943 1.23056
H 2.26598 0.99362 0.00261
*
```

natural (NBO) analysis output, partial charges in e: number 1, C, carries -0.40; number 2, C, carries -0.16; number 3, C, carries -0.38; number 4, C, carries -0.61; number 5, C, carries 0.46; number 6, O, carries -0.51; number 7, H, carries 0.19; number 8, H, carries 0.21; number 9, H, carries 0.21; number 10, H, carries 0.24; number 11, H, carries 0.21; number 12, H, carries 0.22; number 13, H, carries 0.21; number 14, H, carries 0.10